[1]
32
Properties=species:S:1:pos:R:3 method="wB97M-V/def2-TZVPD" s2=6.03 total_charge=+3 spin_multiplicity=5
O 2.70004 2.31936 -4.61538
C 1.68764 1.87708 -4.90812
Ru -2.35606 0.10129 -2.52753
O -1.97258 2.99964 -1.54382
C -2.07812 1.89054 -1.90246
C -3.83764 -0.43056 -1.48860
O -4.82696 -0.76248 -0.98207
C -2.67558 -1.49171 -3.80983
O -2.98023 -2.36314 -4.49960
C -3.30434 1.02087 -3.88030
O -3.91304 1.57521 -4.69478
H -1.18066 0.12880 -1.21864
C -1.20970 0.60727 1.49139
P 0.04335 -0.13758 0.34774
C 1.06462 1.32926 -0.09589
C 1.19292 -0.82663 1.65206
C 1.27635 -0.33363 2.96578
C 2.20898 -0.86029 3.86416
C 3.09361 -1.85844 3.46577
C 3.04675 -2.33961 2.15164
C 2.11318 -1.82772 1.24915
H -2.17452 0.63729 0.99503
H -0.88567 1.61320 1.74688
H -1.28680 -0.01003 2.38902
H 1.65477 1.65203 0.76408
H 1.74098 1.02283 -0.90074
H 0.41275 2.13002 -0.45402
H 0.60876 0.46180 3.30748
H 2.22838 -0.49525 4.89679
H 3.79707 -2.29153 4.17888
H 3.73269 -3.13001 1.83324
H 2.07908 -2.20789 0.22270

=====

[2]
32
Properties=species:S:1:pos:R:3 method="wB97M-V/def2-TZVPD" e_above_lowest_kj_mol=726.1 total_charge=-2
O 31.23695 -34.23241 19.92541
V 30.07665 -35.10404 20.58133
O 30.05914 -36.55117 19.85118
P 29.91442 -34.96699 25.01865
O 30.65600 -35.97564 24.11717
O 31.04503 -34.88461 26.10434
O 28.60300 -35.64435 25.48988
O 29.83219 -33.81091 24.00575
C 24.66648 -36.77673 21.47906
O 25.91767 -36.15651 21.81087
H 23.88991 -36.36912 22.12629
H 24.36629 -36.48694 20.47208
H 24.68461 -37.86628 21.50488
H 26.09128 -36.24916 22.75048
C 35.79430 -32.57381 24.11996
O 35.19915 -33.56528 24.92769
H 35.12446 -32.38577 23.28088
H 35.83569 -31.69205 24.75938
H 36.82990 -32.87819 23.96836
H 34.30536 -33.31588 25.17372
C 29.61335 -28.53898 20.99858
O 28.60158 -29.54692 21.16944
H 29.30650 -27.92799 20.14966
H 29.77760 -27.91352 21.87603
H 30.52130 -29.02736 20.64473
H 29.01622 -30.21522 21.71993
C 28.01659 -32.44128 16.45316
O 27.76453 -33.48228 17.37474
H 28.03403 -32.80880 15.42714
H 27.25571 -31.66857 16.56315
H 28.90840 -31.85236 16.66752
H 26.86412 -33.78192 17.22964

=====

[3]
78
Properties=species:S:1:pos:R:3 method="wB97M-V/def2-TZVPD" e_above_lowest_kj_mol=284.1 total_charge=+1
C -1.94224 -4.81005 -1.78310
C -1.53607 -5.89230 -0.69808
O -2.00315 -6.99912 -0.71805
O -0.63743 -5.45545 0.28355
C 0.63809 -6.14414 0.19082
C 1.59305 -5.56645 -0.92763
C 2.65957 -4.52755 -0.39057
C 2.11807 -3.04340 -0.39821
C 2.30864 -2.26700 -1.77155
C 3.18658 -0.93071 -1.63101
C 2.39140 0.38139 -2.03955
C 2.54132 1.57368 -0.96595
C 1.20090 1.68522 -0.17106
C 0.60333 0.44549 0.30707
N -0.59263 0.36625 1.00228
C -1.30108 1.51996 1.30438
C -2.66636 1.30490 2.07763
C -3.80069 2.02591 1.23886
F -2.59374 1.70777 3.41503
C -0.81551 2.84662 0.89216
C 0.47542 2.94450 0.14785
O 0.99677 4.17109 -0.23475
C 2.16507 4.36411 0.65575
C 2.47003 5.88452 0.94134
N 2.13296 6.17822 2.36797
C 2.87435 7.38207 2.82223
C 3.02951 7.45995 4.39069
C 4.31628 6.64963 4.90902
O 1.84395 7.04919 5.09194
H -1.78791 -5.27803 -2.78783
H -3.01204 -4.53128 -1.57594
H -1.26524 -3.90745 -1.73395
H 1.07918 -6.14397 1.22065
H 0.45428 -7.23071 -0.06731
H 2.17825 -6.44601 -1.33179
H 1.00178 -5.07342 -1.74841
H 3.64240 -4.54690 -0.92903
H 2.84053 -4.79240 0.69680
H 1.02750 -3.06434 -0.09371
H 2.66126 -2.46105 0.40444
H 1.27435 -2.01131 -2.15233
H 2.78170 -2.95784 -2.51962
H 3.56224 -0.82433 -0.58018
H 4.02125 -1.05261 -2.38159
H 1.31283 0.17393 -2.26623
H 2.84726 0.79834 -2.98719
H 2.77728 2.52315 -1.52367
H 3.40026 1.31822 -0.28294
H 1.14000 -0.51293 0.11312
H -0.94217 -0.55461 1.28919
H -2.90333 0.19811 2.03913
H -3.42096 2.08829 0.17630
H -4.00600 3.04793 1.64941
H -4.71399 1.36787 1.22861
H -1.43355 3.73856 1.14967
H 3.08614 3.88109 0.21717
H 1.94177 3.85827 1.64222
H 1.97666 6.58783 0.21575
H 3.58362 6.02554 0.82705
H 1.13860 6.41814 2.41433
H 2.29487 8.28722 2.47916
H 3.91224 7.46235 2.39672
H 3.22570 8.53456 4.68189
H 4.80118 6.15215 4.02511
H 3.99619 5.84755 5.63198
H 5.03945 7.33541 5.43774
H 1.92781 7.32665 6.02224
N -5.13647 -4.23084 -4.00704
C -6.14628 -3.35867 -3.90214
C -7.46422 -3.72607 -3.68328
C -7.75818 -5.07558 -3.56941
C -6.73105 -5.99929 -3.67593
C -5.44589 -5.52797 -3.89174
H -5.86776 -2.31460 -4.00127
H -8.24008 -2.97566 -3.60455
H -8.77685 -5.40379 -3.39928
H -6.92235 -7.06107 -3.59290
H -4.60864 -6.21271 -3.97846

=====

[4]
66
Properties=species:S:1:pos:R:3 method="wB97M-V/def2-TZVPD" e_above_lowest_kj_mol=0.0 s2=3.78 total_charge=0 spin_multiplicity=4
Cr -0.24456 0.47525 0.05795
Cl 1.26908 3.68118 0.91658
O 1.31011 4.42676 -0.29781
O 2.60919 3.34966 1.33373
O 0.55366 4.36737 1.94274
O 0.57088 2.40578 0.69281
Cl -2.06914 -2.32557 0.84282
O -3.16409 -2.41448 -0.05787
O -0.93619 -3.11820 0.45236
O -1.63842 -0.89389 0.86563
O -2.46565 -2.66010 2.17067
Cl -2.80610 2.72789 -0.85080
O -3.12747 3.27134 0.42314
O -1.97154 1.51882 -0.66152
O -3.98979 2.31062 -1.53985
O -2.04062 3.62496 -1.66674
C -1.82304 -2.22463 -4.97168
C -3.25016 -1.78799 -4.53212
O -3.01175 -1.25337 -3.22959
C -1.70461 -1.16874 -2.97430
O -1.24382 -0.73108 -1.97222
O -0.97035 -1.73884 -3.95901
H -1.61171 -1.74251 -5.92955
H -1.75734 -3.29570 -5.15423
H -3.88303 -2.66838 -4.50397
H -3.62268 -0.98379 -5.15845
C 0.80069 2.03571 -5.01663
C 2.09811 1.24429 -4.81729
O 1.87043 0.63457 -3.54706
C 0.94457 1.33883 -2.89244
O 0.68984 1.16489 -1.73993
O 0.35744 2.23801 -3.66978
H 0.10943 1.38011 -5.54519
H 0.94847 2.98716 -5.51257
H 3.01682 1.83144 -4.80840
H 2.21137 0.48539 -5.58912
C -2.30684 1.94127 5.60083
C -2.45064 0.42645 5.39794
O -1.79678 0.20446 4.15479
C -1.78473 1.38091 3.46426
O -1.49835 1.48365 2.32326
O -2.14418 2.39324 4.25571
H -1.43190 2.28611 6.15497
H -3.17036 2.42576 6.05137
H -3.48122 0.10566 5.25961
H -1.96967 -0.05004 6.24983
C 1.92164 -0.08003 5.01403
C 2.75733 -1.15999 4.32879
O 2.20025 -1.18425 2.99213
C 1.36204 -0.16667 2.83573
O 0.77964 0.07519 1.82153
O 1.29781 0.60544 3.91623
H 2.55172 0.64287 5.52884
H 1.14884 -0.39163 5.71543
H 2.63350 -2.16727 4.70900
H 3.78038 -0.80325 4.23548
C 3.52111 -3.18900 -0.31166
C 3.45470 -2.72273 -1.76692
O 2.13471 -2.17705 -1.83205
C 1.69959 -1.93265 -0.60065
O 0.75620 -1.22820 -0.38377
O 2.50821 -2.40682 0.33386
H 4.47644 -3.09638 0.19341
H 3.21495 -4.23520 -0.26917
H 3.69449 -3.56811 -2.40861
H 4.11316 -1.90450 -2.06449

=====

[5]
85
Properties=species:S:1:pos:R:3 method="wB97M-V/def2-TZVPD" s2=0.75 total_charge=0 spin_multiplicity=2
As 19.69558 -0.76500 -3.27373
F 20.56776 -2.05983 -2.34007
F 21.35825 0.02061 -3.43477
F 18.97264 0.60868 -4.21528
F 18.13924 -1.62102 -3.05382
F 19.35046 0.06531 -1.71821
F 20.00105 -1.62907 -4.80248
O 22.85158 -1.11277 -5.71122
H 22.23604 -1.84573 -5.70070
H 22.53379 -0.52268 -5.02781
O 15.95705 -2.65221 -3.76090
H 16.65373 -2.08162 -3.43642
H 16.06548 -3.46655 -3.26964
C 24.46458 1.42013 0.02019
C 23.23294 2.33599 0.33445
C 22.02326 1.58759 0.86771
O 23.60884 3.15298 1.35280
H 25.45552 1.79881 -0.23025
H 24.30438 0.74953 -0.82403
H 24.72872 0.86573 0.92073
H 22.91162 2.95801 -0.50097
H 22.38277 0.82754 1.56136
H 21.41982 1.17262 0.06040
H 21.33975 2.20442 1.45118
H 22.82625 3.68203 1.52386
C 19.81027 4.35898 -1.13962
C 18.89045 5.05454 -2.18067
C 18.13633 3.97377 -2.96045
O 17.99402 5.83317 -1.46820
H 20.63926 3.90110 -1.67928
H 19.25255 3.59245 -0.60157
H 20.24033 5.05248 -0.41698
H 19.50143 5.64883 -2.86009
H 17.46471 4.45026 -3.67458
H 17.58969 3.28250 -2.31902
H 18.83696 3.35149 -3.51722
H 18.40262 6.37190 -0.78671
C 15.25497 1.59551 -4.82932
C 15.90208 0.69774 -5.91995
C 14.94403 0.57012 -7.15991
O 17.17522 1.15932 -6.37139
H 15.93923 1.59191 -3.98086
H 14.26731 1.29778 -4.47722
H 15.07432 2.57216 -5.27835
H 16.04338 -0.30639 -5.52015
H 14.80556 1.51476 -7.68583
H 13.98955 0.28212 -6.71933
H 15.16074 -0.27428 -7.81423
H 17.76740 1.30044 -5.62909
C 16.14545 1.03778 -1.14504
C 16.51148 1.52624 0.25645
C 15.30050 1.55447 1.21028
O 17.34809 0.57237 0.71767
H 17.00453 1.05507 -1.81571
H 15.46318 1.80138 -1.51857
H 15.73860 0.02667 -1.12997
H 16.99797 2.49720 0.16337
H 15.06244 0.50273 1.36926
H 14.45386 2.11686 0.81656
H 15.47910 1.93932 2.21431
H 18.05925 0.53502 0.07389
C 22.31839 -6.86227 -7.09417
C 21.49105 -5.61518 -6.85446
C 22.06614 -4.83651 -5.70948
O 21.65606 -4.86446 -8.00276
H 22.16919 -7.27157 -8.09332
H 22.11863 -7.61243 -6.32901
H 23.37226 -6.59861 -7.00499
H 20.43350 -5.87593 -6.81305
H 22.74330 -4.03602 -6.00741
H 22.60651 -5.40939 -4.95588
H 21.26623 -4.32054 -5.17843
H 21.04143 -4.13906 -7.87006
C 17.45376 -2.37838 -7.23965
C 18.41615 -3.56405 -7.13698
C 18.36224 -4.48602 -8.35697
O 19.69166 -3.00645 -7.02329
H 17.71522 -1.64306 -8.00060
H 17.50593 -1.79433 -6.32081
H 16.41885 -2.63993 -7.46025
H 18.21399 -4.14850 -6.23940
H 18.89264 -4.05268 -9.20490
H 17.36431 -4.72327 -8.72569
H 18.76102 -5.48456 -8.17805
H 19.65507 -2.44327 -6.24670

=====

[6]
12
Properties=species:S:1:pos:R:3 method="wB97M-V/def2-TZVPD" e_above_lowest_kj_mol=0.0 total_charge=+1
Al -0.18754 2.20679 0.28047
F -0.38036 3.01602 2.28511
F -1.63387 1.33720 -1.08782
C -0.63222 -1.22245 0.12552
C 0.70948 -0.68466 -0.39829
O 0.85164 0.71185 -0.31818
H -1.46998 -0.80826 -0.43546
H -0.77342 -0.93584 1.16764
H -0.67245 -2.29880 -0.04165
H 0.90677 -1.00868 -1.42015
H 1.47976 -1.14590 0.21979
H 1.80219 0.83273 -0.37699

=====

[7]
74
Properties=species:S:1:pos:R:3 method="wB97M-V/def2-TZVPD" e_above_lowest_kj_mol=151.2 s2=0.76 total_charge=0 spin_multiplicity=2
Tc 0.02598 0.23645 -0.47588
C 2.27354 2.64230 1.20929
N 0.92037 3.16818 1.31915
C 0.70534 4.45441 0.65827
C -0.04300 2.54419 1.96968
C -0.96851 3.76464 3.65299
C -1.04819 2.91907 4.67584
C -1.23822 1.49014 4.52265
C -0.82509 0.74557 3.48019
C -0.06630 1.17980 2.32215
N 0.51711 0.28169 1.47186
C 0.98876 -0.93479 2.00182
C 1.42466 -1.08699 3.31990
C 1.84223 -2.32203 3.78154
C 1.83576 -3.42659 2.93836
C 1.45536 -3.27233 1.61416
C 1.05879 -2.03171 1.14526
N 0.77496 -1.79548 -0.26922
C 2.02195 -2.02883 -1.04165
C -0.27395 -2.71095 -0.78692
H 2.95979 3.44111 1.49685
H 2.40390 1.79401 1.87420
H 2.47997 2.34530 0.18541
H 1.36328 5.20179 1.10629
H 0.94934 4.33218 -0.39597
H -0.32824 4.75965 0.76196
H -0.84824 4.83687 3.74275
H -1.01691 3.34160 5.67243
H -1.75787 0.97989 5.32388
H -1.06131 -0.31192 3.50294
H 1.42657 -0.23055 3.98108
H 2.17139 -2.42247 4.80726
H 2.14049 -4.39771 3.30349
H 1.48094 -4.12146 0.94379
H 2.32941 -3.07054 -0.93262
H 1.83035 -1.80885 -2.08768
H 2.80442 -1.37086 -0.67527
H 0.08489 -3.74256 -0.80454
H -1.15748 -2.62922 -0.16023
H -0.52746 -2.40028 -1.79916
O -1.11597 3.30901 2.34592
S -2.80197 0.65970 0.76396
O -3.72182 -0.06379 1.65278
O -1.79058 -0.39556 0.13904
C -3.80289 0.95201 -0.73294
C -5.16528 0.73842 -0.62940
C -5.99807 1.01113 -1.70694
C -5.47556 1.51825 -2.88516
C -4.11181 1.74501 -2.99838
C -3.28094 1.45772 -1.92585
S -1.54603 1.68716 -2.18053
O -1.37276 2.62754 -3.23863
O -0.94287 0.34155 -2.42878
O -0.96817 2.08554 -0.84967
H -5.54788 0.35148 0.30640
H -7.06239 0.83339 -1.62145
H -6.12824 1.74101 -3.71871
H -3.68139 2.14316 -3.90676
O 1.70390 2.88390 -2.06803
C 1.95481 1.71398 -2.27535
O 1.73040 0.72907 -1.44135
C 2.58758 1.28659 -3.57023
C 2.37241 2.05301 -4.71038
C 2.92837 1.67306 -5.92345
C 3.72071 0.53823 -6.00418
C 3.92652 -0.20122 -4.85383
C 3.36817 0.14440 -3.63874
N 4.75904 -1.41671 -4.92409
O 4.84842 -2.09738 -3.92011
O 5.30678 -1.66676 -5.97784
H 1.75447 2.93707 -4.62732
H 2.74413 2.26094 -6.81222
H 4.17349 0.22018 -6.93137
H 3.54778 -0.46396 -2.76718

=====

[8]
50
Properties=species:S:1:pos:R:3 method="wB97M-V/def2-TZVPD" total_charge=+1
C -5.09346 -3.16712 5.55099
C -6.03523 -2.97983 4.19324
C -5.82146 -1.43847 3.68298
O -5.52280 -1.28048 2.25369
S -4.09924 -2.09230 1.78526
C -2.89372 -0.93822 0.87991
C -1.39582 -1.26917 1.50150
C -0.27079 -1.63756 0.34102
C -0.36189 -2.98473 -0.58966
C 0.79789 -3.29891 -1.71846
C 2.05156 -2.24580 -1.83470
C 2.16968 -0.89223 -0.91491
C 0.97883 -0.58950 0.17118
H -4.99633 -2.14338 6.15210
H -5.47476 -4.01615 6.26644
H -3.99138 -3.40554 5.17363
H -5.72811 -3.81179 3.43096
H -7.16927 -3.20538 4.48405
H -5.04581 -0.84955 4.37408
H -6.86047 -0.88030 3.86789
H -3.47326 -2.46757 3.01742
H -2.84808 -1.23358 -0.26693
H -3.15496 0.19667 0.99826
H -1.47229 -2.24778 2.18001
H -1.05500 -0.38158 2.19937
H -1.25331 -3.76889 -0.48316
H 0.76935 -4.23579 -2.43811
H 2.93063 -2.43819 -2.60738
H 3.06708 -0.14944 -1.02818
H 1.02899 0.39543 0.83489
C 2.88090 3.10622 -0.88964
Cl 1.51697 4.13975 -1.38566
Cl 3.62772 3.77473 0.58335
Cl 2.28822 1.45859 -0.55975
Cl 4.09069 3.05161 -2.19664
C 6.33798 0.97383 -5.44936
Cl 6.02402 2.49256 -4.57220
Cl 5.97733 1.20155 -7.17922
Cl 8.04951 0.51836 -5.25445
Cl 5.30118 -0.31728 -4.79143
C 3.75587 4.67044 -8.02810
Cl 4.43424 3.85599 -6.59596
Cl 2.09353 4.09358 -8.30771
Cl 3.73564 6.43122 -7.75601
Cl 4.76024 4.30113 -9.45276
C 1.06990 3.14097 4.07567
Cl 0.57587 1.78361 5.11876
Cl 2.54900 3.88660 4.73190
Cl 1.38837 2.53925 2.42907
Cl -0.23378 4.35441 4.02276

=====

no.,energy (Eh)
1,-1313.6956
2,-2199.5745
3,-1619.3268
4,-5039.3102
5,-4153.7981
6,-596.8919
7,-2970.3838
8,-8417.4511